Molecular formula: C14H19Cu2F15NO18S5V
Method: DFT, ωB97M-V with the def2-TZVPD basis set

Summary:
* E_tot: -9667.77596 Eh
* orbital gap (alpha / beta): 8.90 / 6.01 eV
* F_max: 3.65 eV Å⁻¹
* spin multiplicity: 3

Atoms and positions in Å:
O -3.331 0.804 -12.367
V -2.110 -0.187 -12.436
O -2.259 -1.062 -13.778
Cu 0.131 -1.971 -7.827
Cu 2.451 1.858 -10.449
C 0.505 2.811 -14.542
F -0.746 3.186 -14.267
F 0.515 2.349 -15.782
F 1.338 3.835 -14.460
S 1.076 1.430 -13.393
O 2.252 0.909 -14.027
O 1.317 2.099 -12.113
O -0.006 0.506 -13.168
C -1.971 2.120 -8.585
F -2.430 2.953 -9.533
F -1.485 2.836 -7.602
F -2.959 1.306 -8.254
S -0.640 1.056 -9.401
O -0.645 -0.103 -8.496
O -1.200 0.805 -10.707
O 0.644 1.790 -9.302
C 1.436 -2.505 -12.264
F 2.199 -2.150 -13.299
F 0.203 -2.143 -12.596
F 1.503 -3.806 -12.052
S 2.075 -1.637 -10.723
O 1.269 -2.223 -9.661
O 3.482 -1.945 -10.661
O 1.808 -0.207 -10.941
C 3.398 0.649 -5.862
F 4.620 1.166 -5.800
F 3.161 -0.222 -4.879
F 2.531 1.677 -5.684
S 3.136 -0.113 -7.555
O 1.796 -0.660 -7.561
O 3.181 0.940 -8.577
O 4.233 -1.011 -7.790
C -2.735 -4.404 -10.665
F -3.732 -5.015 -10.040
F -1.627 -5.118 -10.596
F -3.081 -4.248 -11.945
S -2.470 -2.700 -9.916
O -2.251 -1.763 -11.029
O -3.650 -2.374 -9.157
O -1.259 -2.906 -9.104
C -0.761 -4.791 -6.309
C -0.987 -3.799 -5.154
C 0.152 -4.106 -4.165
C 0.273 -3.144 -2.956
C 0.350 -1.736 -3.600
C -0.826 -1.386 -4.514
N -0.853 -2.404 -5.618
O -1.927 -2.145 -6.512
C -2.092 -1.091 -3.684
C -0.432 -0.067 -5.225
C -2.293 -4.255 -4.482
H 0.239 -4.637 -6.733
H -0.673 -5.849 -6.050
H -1.544 -4.762 -7.068
H 0.087 -5.129 -3.778
H 1.164 -4.191 -4.576
H -0.671 -3.199 -2.404
H 1.085 -3.320 -2.257
H 1.305 -1.776 -4.131
H 0.566 -1.030 -2.794
H -2.178 -1.777 -2.840
H -2.976 -1.396 -4.258
H -2.234 -0.052 -3.416
H -0.874 0.810 -4.731
H -0.997 0.098 -6.147
H 0.597 0.253 -5.337
H -2.364 -5.339 -4.450
H -2.570 -3.873 -3.498
H -3.181 -3.968 -5.066
H -2.730 -2.499 -6.091